a.
A cluster of 3 separate species, C7H10N2O2S in total. Source: OMol25; level of theory: wB97M-V/def2-TZVPD.

Element x y z (Å)
C (1.250, 2.319, 0.130)
C (3.764, -1.550, -0.402)
C (-0.441, -2.189, -0.578)
C (-0.472, -1.603, 0.906)
C (-0.953, -0.848, -0.971)
C (-1.090, -0.361, 0.283)
C (-2.483, 1.563, 0.250)
N (1.483, 2.511, -1.018)
N (1.275, 2.232, 1.300)
O (2.961, -2.148, -0.960)
O (-1.543, 0.766, 0.908)
S (4.725, -0.807, 0.560)
H (0.339, -2.649, -1.198)
H (-1.303, -2.933, -0.797)
H (-1.240, -2.187, 1.369)
H (0.499, -1.566, 1.483)
H (1.934, 1.931, -1.697)
H (-0.897, -0.243, -1.822)
H (-3.520, 1.351, 0.692)
H (-2.624, 1.523, -0.732)
H (-2.156, 2.660, 0.394)
H (0.492, 2.227, 1.900)

Output
HOMO-LUMO gap ... 8.891 eV
LUMO level ... 0.55 eV

b.
A cluster of 2 separate species, C7H10N2O2S in total. Source: OMol25; level of theory: wB97M-V/def2-TZVPD.

Element x y z (Å)
C (-1.099, 2.679, 1.300)
C (-0.227, 1.657, 1.051)
C (-1.704, 3.488, 0.203)
C (-0.334, 1.920, -1.247)
C (-0.754, -1.800, -0.275)
C (0.726, -1.490, 0.115)
C (1.202, -0.339, -0.704)
N (-1.271, 2.987, -1.051)
N (-0.078, 1.150, -0.132)
O (-2.564, 4.310, 0.314)
O (-0.069, 1.522, -2.370)
S (2.740, 0.396, -0.432)
H (-1.166, 3.119, 2.328)
H (0.288, 1.026, 1.801)
H (-1.032, -2.361, -1.239)
H (-1.218, -0.822, -0.346)
H (-1.333, -2.541, 0.299)
H (1.327, -2.321, -0.066)
H (0.829, -1.191, 1.129)
H (0.725, -0.194, -1.740)
H (-1.698, 3.222, -1.948)
H (2.669, 0.169, 0.992)

Output
HOMO-LUMO gap ... 8.415 eV
LUMO level ... -0.09 eV

The least stable of the structures above is a, whereas b is the most stable.